# 1
9
Properties=species:S:1:pos:R:3:forces:R:3 method="wB97M-V/def2-TZVPD" relative_energy_ev=3.0579 total_charge=-1 homo_lumo_gap_ha="0.2786 / 0.2786" lumo_ev="4.054 / 4.054" total_energy_ev=-15521.32188 spin_multiplicity=1
C -0.74001 -1.15130 -0.92048 -1.79 -0.75 0.77
C 0.31628 1.26577 0.67967 1.35 -0.03 -0.12
O -0.08672 -1.18545 1.76737 0.49 -1.69 2.11
O -0.72751 -0.41503 -1.91427 -0.13 0.14 -1.61
P -0.54972 -0.19138 0.80109 1.53 3.71 0.01
H 0.13232 -1.73916 -0.58804 0.24 -0.16 -0.21
H -1.68083 -1.66761 -0.49807 0.60 -0.12 -1.20
H 1.36309 1.52615 1.03964 -1.48 -0.78 0.51
H 0.16244 1.98899 -0.11364 -0.82 -0.30 -0.27

***

# 2
14
Properties=species:S:1:pos:R:3:forces:R:3 method="wB97M-V/def2-TZVPD" relative_energy_ev=4.2039 total_charge=0 homo_lumo_gap_ha=0.3417 lumo_ev=1.062 total_energy_ev=-16145.43349 spin_multiplicity=1 smiles=C1C[C@@H]2C[C@H]2S1
C -1.43957 0.08228 1.03106 2.15 -0.59 -2.18
C -0.29312 -0.94704 0.39349 -1.06 -4.20 4.58
C 0.14569 -0.24792 -0.77797 -0.13 -1.37 -3.53
C 1.51909 0.33524 -1.30801 0.17 -0.22 2.94
C 0.69678 0.89438 -0.18643 0.02 2.57 5.27
H -1.62730 0.07363 2.09286 -0.06 -0.39 0.12
H -2.25226 -0.21048 0.37535 -0.72 0.34 0.61
H 0.55590 -1.25799 1.14112 -1.37 1.04 -1.36
H -0.83733 -1.94040 0.37088 0.31 0.94 -0.77
H -0.70960 -0.11414 -1.51378 1.32 0.19 0.75
H 2.52792 0.05881 -0.90076 -1.14 -0.10 -0.81
H 1.50419 0.94704 -2.15450 -0.16 0.07 -1.74
H 1.06309 0.57257 0.93550 0.07 1.06 -3.28
S -0.85348 1.75401 0.50118 0.60 0.67 -0.60

***

# 3
16
Properties=species:S:1:pos:R:3:forces:R:3 method="wB97M-V/def2-TZVPD" relative_energy_ev=1.4718 total_charge=+1 homo_lumo_gap_ha=0.3972 lumo_ev=-4.368 total_energy_ev=-6262.10978 spin_multiplicity=1
C -1.44002 -0.15472 0.68577 -0.42 -1.32 2.19
C -1.15722 -1.40640 1.57823 2.70 0.55 0.52
H -1.10160 -0.33332 -0.30449 -0.15 0.11 -0.64
H -2.46864 0.06215 0.60913 -1.24 0.44 0.04
H -0.89738 0.62208 1.22520 -0.25 0.47 -0.70
H -1.53678 -1.45230 2.61677 -0.45 0.46 -0.82
H -0.03753 -1.20120 1.79819 -1.30 -1.12 -0.19
H -1.24846 -2.41090 1.14511 -0.18 0.44 -0.14
N 1.03890 -0.24488 -0.54654 4.41 3.23 -2.02
C 0.83431 0.80475 -1.38391 -2.31 -0.90 0.76
N 1.60454 1.88332 -1.52406 1.62 -1.18 0.36
H 2.05960 -0.39237 -0.33019 -1.68 -0.10 0.19
H 0.40304 -0.97676 -0.35782 -0.64 -0.59 -0.04
H -0.20128 0.82051 -1.85689 1.63 0.11 0.32
H 1.64775 2.48469 -2.36647 -0.75 -0.65 0.80
H 2.50078 1.89536 -0.98803 -1.00 0.04 -0.63

***

# 4
76
Properties=species:S:1:pos:R:3:forces:R:3 method="wB97M-V/def2-TZVPD" relative_energy_ev=0.0000 total_charge=+1 homo_lumo_gap_ha="0.2456 / 0.2697" lumo_ev="-4.062 / -3.411" total_energy_ev=-223834.67838 spin_multiplicity=2
V -0.68256 -0.68401 -0.25092 -0.93 0.42 0.12
C 1.93668 -2.26313 -1.12122 -0.06 0.09 0.04
C 1.87495 -1.44493 -2.41284 0.06 -0.07 0.01
C 2.49640 -0.06803 -2.27947 -0.02 -0.01 -0.04
C 2.88575 0.64392 -3.41120 -0.01 0.00 0.01
C 3.45606 1.89329 -3.24676 0.01 0.02 0.00
C 3.60787 2.40023 -1.96388 0.00 -0.01 -0.01
C 3.17715 1.62496 -0.90124 0.01 0.00 0.01
N 2.63855 0.41512 -1.05244 0.01 -0.02 0.01
N 0.67402 -2.39369 -0.29428 0.08 0.01 -0.20
C 1.10805 -2.63889 1.10337 -0.03 0.03 0.07
C -0.07630 -2.61796 2.02105 -0.01 0.01 0.10
C -0.07752 -3.23979 3.25421 0.01 0.01 0.01
C -1.18638 -3.08392 4.07419 0.01 -0.01 0.00
C -2.25301 -2.32417 3.62892 -0.01 0.02 -0.02
C -2.18410 -1.74450 2.37355 -0.06 0.00 0.02
N -1.11695 -1.89363 1.58694 0.14 -0.15 -0.16
C -0.11486 -3.57703 -0.74805 -0.02 0.09 -0.10
C -0.94594 -3.22430 -1.94663 0.13 0.00 0.05
C -1.32354 -4.12925 -2.92196 -0.01 0.01 -0.04
C -2.11844 -3.67614 -3.96352 0.01 0.06 0.04
C -2.49496 -2.33999 -3.99621 0.00 -0.06 -0.03
C -2.07223 -1.50232 -2.98320 -0.05 0.09 0.02
N -1.31697 -1.94603 -1.97701 0.16 -0.22 0.26
H 2.67589 -1.79902 -0.47158 -0.02 0.00 0.02
H 2.26007 -3.28262 -1.33787 0.02 -0.01 0.00
H 0.85417 -1.33249 -2.77386 -0.04 0.01 -0.03
H 2.41152 -1.98951 -3.19247 -0.03 0.00 0.00
H 2.75733 0.21790 -4.39838 0.00 -0.01 0.00
H 3.78149 2.46278 -4.10746 0.00 0.01 0.00
H 4.05198 3.37029 -1.79028 0.00 0.00 0.00
H 3.26783 1.97958 0.11992 0.00 0.00 0.02
H 1.78233 -1.82468 1.38285 0.03 -0.02 0.00
H 1.65235 -3.58620 1.16495 -0.01 0.00 0.02
H 0.77627 -3.82479 3.56887 0.00 0.00 -0.01
H -1.21291 -3.55214 5.04904 0.00 0.00 0.00
H -3.13237 -2.17361 4.23765 0.00 0.00 0.00
H -2.98991 -1.14489 1.97452 0.01 0.00 0.01
H -0.78553 -3.87744 0.05809 0.01 0.01 0.01
H 0.55927 -4.41166 -0.95198 0.00 0.00 0.00
H -0.99994 -5.15962 -2.86664 0.00 0.00 0.00
H -2.43436 -4.35480 -4.74413 0.00 0.00 0.00
H -3.10799 -1.94736 -4.79433 0.00 -0.01 0.00
H -2.32746 -0.44975 -2.96422 0.01 -0.02 0.02
Br 5.09361 -1.11676 2.21406 -0.01 0.03 0.02
C 3.80545 0.10551 2.89233 -0.02 -0.03 -0.05
C 4.15971 0.98412 3.90788 0.00 -0.01 -0.01
C 3.17346 1.83151 4.38047 0.03 0.03 0.03
C 1.89973 1.77301 3.83224 -0.04 0.03 -0.02
C 1.67539 0.87172 2.80775 0.01 -0.05 -0.03
N 2.61539 0.04461 2.34480 -0.01 -0.03 0.00
C 0.30504 0.77125 2.18739 0.06 -0.12 -0.17
O -0.67907 1.16882 2.74497 -0.08 -0.04 0.06
O 0.31949 0.22117 0.97225 0.00 0.03 -0.04
H 5.16247 0.99326 4.30804 0.00 0.00 0.00
H 3.39798 2.53122 5.17440 0.00 0.00 0.00
H 1.09174 2.40346 4.17450 0.01 0.00 0.00
O -1.65041 2.51803 -2.71143 -0.05 -0.05 -0.04
As -0.10584 2.23202 -1.89186 0.16 0.04 0.01
O -0.44048 3.05344 -0.33792 0.00 -0.01 -0.03
O -0.54731 0.55008 -1.51324 0.06 -0.18 0.00
C -1.61234 3.73642 -0.09849 0.07 -0.03 0.03
C -1.65608 5.11014 -0.25669 -0.09 0.05 0.03
C -2.83217 5.79908 0.01618 0.10 0.02 -0.03
C -3.95644 5.11690 0.44926 -0.07 -0.06 0.03
C -3.91194 3.73932 0.62411 -0.01 0.05 -0.01
C -2.74156 3.05789 0.34680 -0.02 0.02 0.00
S -3.45084 0.71458 -0.50318 -0.02 0.16 -0.01
O -2.63237 1.69363 0.54920 0.03 -0.02 -0.04
O -4.74820 0.46045 0.06989 0.06 -0.06 0.03
O -2.54638 -0.53948 -0.13405 0.41 -0.04 0.02
H -1.65300 3.32821 -3.23590 0.00 0.02 0.02
H -0.76331 5.62818 -0.58280 0.00 0.00 0.00
H -2.86366 6.87332 -0.10603 0.01 0.00 0.00
H -4.86937 5.65527 0.66333 -0.01 -0.01 0.00
H -4.77042 3.18387 0.97765 0.00 0.00 0.00

***

# 5
83
Properties=species:S:1:pos:R:3:forces:R:3 method="wB97M-V/def2-TZVPD" relative_energy_ev=0.0000 total_charge=0 homo_lumo_gap_ha="0.2290 / 0.2653" lumo_ev="0.325 / -0.479" total_energy_ev=-80603.68988 spin_multiplicity=5
Os -0.27151 0.01591 0.15516 1.36 0.15 0.58
C -1.20670 -0.01810 2.07810 -0.83 -0.03 0.78
C -1.64121 1.16054 1.40267 -0.13 -0.15 0.10
C -2.28500 0.71376 0.17011 -0.19 0.98 0.01
Si -1.27681 2.83888 2.17330 0.61 0.16 -0.32
C -2.27833 -0.70029 0.14776 -0.14 -0.96 0.00
C -1.63017 -1.18004 1.36365 -0.20 0.03 0.18
Si -1.27350 -2.87702 2.09229 0.60 -0.16 -0.36
H -0.71038 -0.03169 3.05394 -0.07 0.02 -0.59
H -2.71405 1.38083 -0.57095 -0.03 -0.31 0.12
H -2.69390 -1.34899 -0.61896 -0.01 0.33 0.15
Cl 0.56065 0.02297 -2.22201 -0.14 0.01 -0.43
C -0.97610 -2.81072 3.94610 -0.19 0.20 -0.24
C -2.66677 -4.06572 1.72209 -0.11 -0.01 0.06
C -0.96683 2.72348 4.02350 -0.19 -0.18 -0.26
C -2.66866 4.03983 1.83019 -0.08 0.01 0.06
H -3.55264 -3.73850 2.28245 0.08 -0.15 -0.11
H -2.39193 -5.07170 2.06805 -0.13 0.17 -0.10
H -2.93406 -4.11517 0.65945 0.06 -0.04 0.26
H -0.12980 -2.14971 4.17478 -0.14 -0.19 0.02
H -0.75960 -3.82300 4.31991 -0.04 0.31 -0.07
H -1.87016 -2.42815 4.45060 0.14 -0.09 0.10
H -3.56662 3.68831 2.35533 0.09 0.14 -0.10
H -2.91287 4.13653 0.76520 0.06 0.02 0.26
H -2.40597 5.03082 2.22551 -0.12 -0.17 -0.11
H -1.85447 2.32354 4.52490 0.13 0.09 0.10
H -0.74978 3.72552 4.42319 -0.04 -0.30 -0.08
H -0.11512 2.06098 4.22677 -0.15 0.19 0.01
C 0.34978 -3.33168 1.25018 0.11 -0.38 0.13
C 0.34948 3.30416 1.33816 0.10 0.37 0.16
P 0.46101 -2.51735 -0.40174 -0.18 -0.49 0.41
H 0.46432 -4.42947 1.21508 0.09 0.40 -0.08
H 1.17806 -2.94320 1.87414 -0.32 0.01 -0.26
P 0.46106 2.51349 -0.32518 -0.23 0.43 0.42
H 1.17840 2.91070 1.96000 -0.34 -0.01 -0.26
H 0.46055 4.40266 1.32219 0.10 -0.39 -0.11
C 2.08653 3.12635 -1.00773 -0.30 -0.26 -0.26
C -0.82466 3.51502 -1.29242 0.25 -0.34 0.28
C -0.82895 -3.49854 -1.37892 0.30 0.31 0.29
C 2.08905 -3.12673 -1.08943 -0.32 0.26 -0.26
C 3.14285 -2.03244 -0.94708 0.36 0.07 -0.25
H 1.88593 -3.27654 -2.16441 0.09 0.01 0.29
C 2.57702 -4.43489 -0.47070 0.05 -0.21 -0.05
H 2.81349 -4.29748 0.59284 -0.04 -0.09 -0.26
H 3.49793 -4.73659 -0.98407 -0.06 0.04 0.12
H 1.86367 -5.26335 -0.57921 0.23 0.30 0.17
H 2.85580 -1.13574 -1.50968 0.05 -0.21 0.28
H 4.09726 -2.39722 -1.35488 -0.15 0.07 0.09
H 3.30292 -1.76258 0.10128 -0.07 0.04 -0.13
H -1.78029 -3.26214 -0.86872 0.34 -0.11 -0.20
C -0.62635 -5.01928 -1.35263 -0.27 -0.16 0.12
C -0.92366 -3.00623 -2.82460 -0.30 0.19 -0.07
H -0.58402 -5.44316 -0.33364 0.06 0.22 -0.43
H 0.27213 -5.31838 -1.90866 -0.23 0.11 0.16
H -1.48530 -5.48913 -1.85488 0.19 0.06 0.08
H -1.15926 -1.93297 -2.87634 0.17 -0.37 0.00
H -1.72062 -3.56289 -3.33851 0.18 0.08 0.05
H 0.01301 -3.17756 -3.37085 -0.19 0.08 0.11
H -1.78053 3.26375 -0.79683 0.36 0.13 -0.19
C -0.90759 3.06220 -2.75202 -0.29 -0.20 -0.08
C -0.62779 5.03617 -1.22974 -0.26 0.16 0.13
H -0.59149 5.43785 -0.20158 0.07 -0.20 -0.44
H -1.48619 5.51517 -1.72545 0.20 -0.09 0.09
H 0.27140 5.35118 -1.77572 -0.23 -0.12 0.16
H -1.13393 1.98928 -2.83516 0.17 0.36 0.00
H 0.03080 3.25727 -3.28844 -0.21 -0.09 0.12
H -1.70580 3.62723 -3.25542 0.19 -0.09 0.06
C 3.13877 2.02899 -0.88055 0.35 -0.07 -0.28
C 2.57678 4.42575 -0.37077 0.05 0.19 -0.03
H 1.88298 3.29232 -2.08010 0.09 -0.03 0.29
H 2.81588 4.26977 0.68976 -0.04 0.10 -0.26
H 1.86495 5.25722 -0.46448 0.23 -0.31 0.16
H 3.49674 4.73356 -0.88236 -0.06 -0.05 0.12
H 3.30623 1.75138 0.16493 -0.06 -0.05 -0.11
H 4.09018 2.39857 -1.29257 -0.16 -0.09 0.12
H 2.84606 1.13844 -1.45077 0.06 0.22 0.30
C 1.10776 0.03821 -5.84964 0.01 0.00 -0.54
H 0.02702 0.03553 -6.02708 0.55 0.00 0.22
H 1.65358 0.98549 -5.91517 -0.28 -0.50 0.16
H 1.66022 -0.90437 -5.92728 -0.28 0.50 0.17
O 2.81756 0.41931 2.92024 1.25 0.59 2.00
N 1.73731 0.07910 2.46584 -0.22 0.01 -0.43
O 1.71794 -0.10655 1.15889 -1.35 -0.48 -2.27